*w*
# C7H10O

A structure of composition C7H10O (the ωB97M-V functional and the def2-TZVPD basis, the OMol25 dataset).

Properties
* lowest unoccupied orbital energy: 0.73 eV
* gap between HOMO and LUMO: 0.3548 hartree

Element x y z (Å)
1 C -1.66 -0.49 -0.23
2 C -0.35 -0.86 -0.74
3 C 0.88 0.15 -1.11
4 C 0.47 1.28 -0.17
5 C 0.54 0.40 0.89
6 C 1.65 -0.40 0.22
7 C -0.73 -0.59 0.83
8 H -2.69 0.94 0.81
9 H -2.06 -1.49 -0.49
10 H -0.15 -1.83 -1.25
11 H 1.55 0.57 -2.03
12 H 1.09 2.17 -0.12
13 H -0.48 1.69 -0.09
14 H 0.94 0.75 1.81
15 H 1.55 -1.48 0.36
16 H 2.82 -0.06 -0.04
17 H -0.89 -1.47 1.63
18 O -2.49 0.72 -0.27

***

*x*
# C7H10O

The molecule C7H10O (the ωB97M-V functional and the def2-TZVPD basis, the OMol25 dataset).

Properties
* lowest unoccupied orbital energy: 0.99 eV
* SMILES string: C1C[C@@H]2[C@@H]3C[C@H]1O[C@H]23
* gap between HOMO and LUMO: 0.3513 hartree

Element x y z (Å)
1 C 1.51 -0.41 -0.20
2 C 1.17 1.03 0.06
3 C -0.35 1.29 0.05
4 C -1.31 0.36 0.62
5 C -0.76 -1.08 0.97
6 C 0.18 -1.26 -0.32
7 O -0.72 -0.71 -1.36
8 C -1.31 0.49 -0.88
9 H 2.30 -0.94 0.35
10 H 2.07 -0.50 -1.14
11 H 1.75 1.33 0.96
12 H 1.61 1.58 -0.79
13 H -0.61 2.34 -0.09
14 H -2.04 0.74 1.36
15 H -0.15 -1.38 1.86
16 H -1.69 -1.74 0.82
17 H 0.38 -2.29 -0.62
18 H -2.04 1.13 -1.65

***

Of them, *x* has the highest stability.

***

*w*
# C7H10O

A cluster of 2 separate species, C7H10O in total (the ωB97M-V functional and the def2-TZVPD basis, the OMol25 dataset).

Properties
* lowest unoccupied orbital energy: 1.02 eV
* gap between HOMO and LUMO: 0.3508 hartree

Element x y z (Å)
1 C -2.72 -0.28 -0.04
2 C -0.49 0.28 -0.01
3 C -0.21 -0.97 -0.09
4 C 1.27 -1.31 -0.37
5 C 2.09 -0.44 0.53
6 C 1.82 0.99 -0.16
7 C 0.54 1.36 -0.19
8 H -2.95 -1.06 0.72
9 H -3.72 0.26 -0.45
10 H -2.40 -0.87 -0.95
11 H -1.14 -1.66 0.14
12 H 1.45 -0.97 -1.51
13 H 1.51 -2.24 -0.19
14 H 1.32 -0.35 1.77
15 H 3.26 -0.57 0.67
16 H 2.53 1.89 -0.45
17 H 0.31 2.45 -0.49
18 O -1.75 0.67 0.34

***

*x*
# C7H10O

A structure of composition C7H10O (the ωB97M-V functional and the def2-TZVPD basis, the OMol25 dataset).

Properties
* lowest unoccupied orbital energy: 1.03 eV
* gap between HOMO and LUMO: 0.3391 hartree

Element x y z (Å)
1 C -0.74 0.68 2.22
2 C -1.02 0.74 0.92
3 C -0.35 -0.34 -0.01
4 C 1.12 -0.67 0.28
5 C 1.65 0.60 -0.61
6 C -0.10 -0.03 -1.55
7 C -1.52 -0.81 -1.16
8 H -0.97 1.27 3.14
9 H -0.34 -0.58 2.52
10 H -1.81 1.43 0.52
11 H 1.45 -0.76 1.23
12 H 1.16 -1.69 -0.18
13 H 2.52 0.43 -1.15
14 H 1.94 1.46 0.26
15 H 0.27 -0.90 -2.26
16 H -2.35 -0.37 -0.86
17 H -1.55 -1.66 -1.86
18 O 0.63 1.17 -1.45

***

Of them, *w* has the highest stability.

***

*w*
# C3H8O3

A cluster of 2 separate species, C3H8O3 in total (the ωB97M-V functional and the def2-TZVPD basis, the OMol25 dataset).

Properties
* lowest unoccupied orbital energy (alpha / beta): 0.29 / 0.29 eV
* gap between HOMO and LUMO (alpha / beta): 0.2447 / 0.2445 hartree

Element x y z (Å)
1 C 0.96 -0.82 0.02
2 C -1.19 -1.11 0.91
3 C -0.63 1.71 -0.43
4 O 0.18 -1.05 1.00
5 O 2.22 -0.37 0.24
6 O 0.68 -1.22 -1.24
7 H 2.30 -0.09 1.16
8 H 1.32 -0.82 -1.84
9 H -1.58 -1.63 0.04
10 H -1.61 -1.44 1.84
11 H -1.03 0.82 0.19
12 H -0.55 1.45 -1.48
13 H 0.32 2.10 -0.07
14 H -1.38 2.49 -0.33

***

*x*
# C3H8O3

A cluster of 2 separate species, C3H8O3 in total (the ωB97M-V functional and the def2-TZVPD basis, the OMol25 dataset).

Properties
* lowest unoccupied orbital energy: 0.58 eV
* SMILES string: CCOC=O.O
* gap between HOMO and LUMO: 0.4112 hartree

Element x y z (Å)
1 C -0.34 -1.23 -0.26
2 C 0.22 -0.25 -1.37
3 O -0.55 0.93 -1.19
4 C -0.09 1.93 -0.44
5 O -0.76 2.99 -0.30
6 H -0.42 -0.82 0.76
7 H 0.29 -2.14 -0.23
8 H -1.35 -1.52 -0.61
9 H 1.31 -0.10 -1.41
10 H -0.11 -0.59 -2.37
11 H 0.83 1.67 0.11
12 O 0.42 -0.68 2.45
13 H 0.99 0.10 2.66
14 H -0.45 -0.29 2.21

***

Of them, *x* has the highest stability.

***

*w*
# C3H8O3

The molecule C3H8O3 (the ωB97M-V functional and the def2-TZVPD basis, the OMol25 dataset).

Properties
* lowest unoccupied orbital energy: 0.79 eV
* SMILES string: OCC(O)CO
* gap between HOMO and LUMO: 0.4035 hartree

Element x y z (Å)
1 O 0.67 1.24 1.21
2 C 1.24 0.12 0.52
3 C 0.35 -0.19 -0.68
4 O 0.01 1.00 -1.33
5 C -0.86 -0.99 -0.26
6 O -1.76 -0.17 0.50
7 H -0.21 0.87 1.51
8 H 1.37 -0.73 1.18
9 H 2.19 0.53 0.12
10 H 0.89 -0.78 -1.43
11 H 0.03 1.73 -0.67
12 H -1.41 -1.47 -1.08
13 H -0.63 -1.80 0.44
14 H -1.86 0.63 -0.02

***

*x*
# C3H8O3

A cluster of 2 separate species, C3H8O3 in total (the ωB97M-V functional and the def2-TZVPD basis, the OMol25 dataset).

Properties
* lowest unoccupied orbital energy: 0.25 eV
* SMILES string: CCC(=O)O.O
* gap between HOMO and LUMO: 0.3799 hartree

Element x y z (Å)
1 C 0.00 0.00 0.00
2 C 0.98 -1.12 -0.19
3 C 0.48 -2.52 -0.25
4 O -0.68 -2.83 -0.43
5 O 1.46 -3.40 -0.04
6 H 0.69 0.84 -0.16
7 H -0.46 0.11 1.00
8 H -0.79 0.05 -0.76
9 H 1.53 -1.02 -1.14
10 H 1.71 -1.03 0.64
11 H 2.39 -3.07 0.14
12 O 4.66 -2.11 0.91
13 H 5.43 -2.70 1.07
14 H 4.73 -1.41 1.60

***

Of them, *x* has the highest stability.